This record from the Open Molecules 2025 dataset describes the molecule C4H5ClO in a non-equilibrium geometry. The level of theory is ωB97M-V/def2-TZVPD.

Cartesian coordinates (Å):
C1 0.365 -0.928 0.228
C2 -0.312 -1.038 1.318
C3 -0.078 -0.032 -1.015
C4 -0.083 1.399 -0.579
O1 -0.353 -0.374 -2.104
Cl1 1.873 -1.683 -0.052
H1 0.080 -1.726 2.022
H2 -1.201 -0.549 1.563
H3 -0.630 1.977 -1.333
H4 0.931 1.618 -0.539
H5 -0.593 1.336 0.492

Calculated values
Charge: 0
Energy above the lowest of the compared OMol25 structures with the same formula, charge and spin in eV: 0.730
Orbital gap in eV: 10.7
SMILES: C=C(Cl)C(C)=O
HOMO level in Ha: -0.3606
LUMO level in eV: 0.85

Results of the Löwdin charge analysis, in e, for atoms 1 through 4:
1 C -0.704
2 C -0.015
3 C -0.501
4 C -0.011

This record from the Open Molecules 2025 dataset describes a cluster of 2 separate species, C4H5ClO in total in a non-equilibrium geometry. The level of theory is ωB97M-V/def2-TZVPD.

Cartesian coordinates (Å):
C1 -0.103 0.858 -1.713
C2 -0.382 -0.405 2.021
C3 0.182 -0.391 -1.540
C4 -0.124 0.768 1.167
O1 0.925 0.183 1.474
Cl1 1.676 -1.171 -1.005
H1 0.713 1.612 -1.741
H2 -1.079 1.194 -1.938
H3 -0.464 -0.174 3.051
H4 -0.727 -1.316 1.593
H5 -0.617 -1.159 -1.369

Calculated values
Charge: 0
Energy above the lowest of the compared OMol25 structures with the same formula, charge and spin in eV: 4.247
Orbital gap in eV: 10.0
HOMO level in Ha: -0.3303
LUMO level in eV: 0.98

Results of the Löwdin charge analysis, in e, for atoms 1 through 4:
1 C -0.095
2 C -0.070
3 C -0.650
4 C -0.101

This record from the Open Molecules 2025 dataset describes the molecule C4H5ClO in a non-equilibrium geometry. The level of theory is ωB97M-V/def2-TZVPD.

Cartesian coordinates (Å):
C1 -0.273 -1.412 -0.404
C2 -0.966 -0.054 -0.361
C3 -0.225 1.106 0.200
C4 1.050 1.219 0.616
H1 0.645 -1.319 -0.980
H2 -0.948 -2.134 -0.810
H3 -0.056 -1.765 0.605
H4 -0.809 1.982 0.250
H5 1.413 2.188 0.900
O1 -2.110 0.137 -0.729
Cl1 2.280 0.050 0.712

Calculated values
Charge: 0
Energy above the lowest of the compared OMol25 structures with the same formula, charge and spin in eV: 0.040
Orbital gap in eV: 10.2
SMILES: CC(=O)/C=C\Cl
HOMO level in Ha: -0.3674
LUMO level in eV: 0.17

Results of the Löwdin charge analysis, in e, for atoms 1 through 4:
1 C -0.043
2 C -0.438
3 C -0.090
4 C -0.544

This record from the Open Molecules 2025 dataset describes the molecule C4H5ClOS in a non-equilibrium geometry. The level of theory is ωB97M-V/def2-TZVPD.

Cartesian coordinates (Å):
C1 1.869 0.782 -0.184
C2 0.580 0.324 0.114
C3 0.125 -1.190 0.241
C4 -1.789 0.528 -0.049
H1 2.221 1.668 -0.267
H2 0.103 -1.385 1.242
H3 0.807 -1.820 -0.442
H4 -2.515 1.151 -0.808
H5 -2.054 0.695 1.056
O1 -0.555 1.174 -0.304
S1 -1.634 -1.228 -0.353
Cl1 2.841 -0.699 -0.246

Calculated values
Charge: 0
Energy above the lowest of the compared OMol25 structures with the same formula, charge and spin in eV: 2.493
Orbital gap in eV: 9.6
SMILES: Cl/C=C1\CSCO1
HOMO level in Ha: -0.3287
LUMO level in eV: 0.66

Results of the Löwdin charge analysis, in e, for atoms 1 through 4:
1 C -0.356
2 C -0.301
3 C -0.420
4 C -0.547

This record from the Open Molecules 2025 dataset describes a structure of composition C4H5CoO4 in a non-equilibrium geometry. The level of theory is ωB97M-V/def2-TZVPD.

Cartesian coordinates (Å):
O1 -3.093 -0.996 0.816
C1 -2.475 -0.607 -0.140
O2 -2.602 0.338 -0.947
O3 -1.159 -1.289 -0.480
C2 -0.233 -1.452 0.525
C3 0.762 -0.567 0.569
O4 0.776 0.426 -0.373
C4 1.720 1.483 -0.190
Co1 -0.706 0.224 -1.887
H1 -0.370 -2.259 1.242
H2 1.533 -0.541 1.339
H3 1.760 2.027 -1.139
H4 1.384 2.154 0.611
H5 2.703 1.060 0.054

Calculated values
Charge: 0
Energy above the lowest of the compared OMol25 structures with the same formula, charge and spin in eV: 0.000
Expectation value of S²: 6.0038
Orbital gap (alpha / beta) in eV: 7.4 / 9.0
HOMO level (alpha / beta) in Ha: -0.2514 / -0.3560
Spin multiplicity: 5
LUMO level (alpha / beta) in eV: 0.52 / -0.67

Results of the Löwdin charge analysis, in e, for atoms 1 through 4:
1 O 0.118
2 C -0.667
3 O -0.077
4 O -0.165

This record from the Open Molecules 2025 dataset describes a structure of composition C4H5CrO4 in a non-equilibrium geometry. The level of theory is ωB97M-V/def2-TZVPD.

Cartesian coordinates (Å):
O1 -1.024 -0.695 1.701
C1 -1.155 0.384 2.151
O2 -1.249 1.359 2.755
O3 -0.494 -0.331 -1.368
C2 0.578 -0.245 -2.185
C3 1.740 -1.160 -2.082
O4 2.037 -2.047 -1.263
C4 1.144 -2.662 -0.219
Cr1 -0.688 -1.652 -0.063
H1 1.091 0.749 -2.140
H2 0.335 -0.333 -3.274
H3 2.537 -0.963 -2.813
H4 1.823 -2.694 0.644
H5 1.083 -3.701 -0.578

Calculated values
Charge: +2
Energy above the lowest of the compared OMol25 structures with the same formula, charge and spin in eV: 0.000
Expectation value of S²: 3.9017
Orbital gap (alpha / beta) in eV: 8.1 / 10.4
HOMO level (alpha / beta) in Ha: -0.7277 / -0.7462
Spin multiplicity: 4
LUMO level (alpha / beta) in eV: -11.67 / -9.91

Results of the Löwdin charge analysis, in e, for atoms 1 through 4:
1 O 0.103
2 C -0.254
3 O 0.381
4 O -0.202

This record from the Open Molecules 2025 dataset describes a structure of composition C4H5CsLiO5 in a non-equilibrium geometry. The level of theory is ωB97M-V/def2-TZVPD.

Cartesian coordinates (Å):
O1 0.985 -2.137 2.869
C1 0.978 -2.026 1.567
C2 0.200 -3.275 3.268
O2 1.438 -1.067 0.963
O3 0.395 -3.026 0.960
C3 -0.175 -3.925 1.928
H1 -0.668 -2.906 3.823
H2 0.819 -3.913 3.905
H3 -1.255 -3.965 1.757
H4 0.272 -4.912 1.780
O4 -1.581 -0.079 -2.814
C4 -2.521 -0.665 -2.222
O5 -2.761 -0.502 -0.999
Cs1 -0.704 2.187 -0.487
Li1 2.519 0.455 1.218
H5 -3.065 -1.471 -2.762

Calculated values
Charge: 0
Expectation value of S²: 0.7501
Orbital gap (alpha / beta) in eV: 4.0 / 7.2
HOMO level (alpha / beta) in Ha: -0.1547 / -0.2775
Spin multiplicity: 2
LUMO level (alpha / beta) in eV: -0.19 / -0.33

Results of the Löwdin charge analysis, in e, for atoms 1 through 4:
1 O 0.081
2 C -0.605
3 C -0.069
4 O -0.046

This record from the Open Molecules 2025 dataset describes a structure of composition C4H5CsNaO3 in a non-equilibrium geometry. The level of theory is ωB97M-V/def2-TZVPD.

Cartesian coordinates (Å):
Cs1 -3.189 2.862 -0.767
O1 0.124 0.736 -0.923
C1 1.252 1.207 -1.681
H1 1.968 1.698 -1.013
H2 1.722 0.358 -2.189
H3 0.841 1.916 -2.404
C2 -1.097 -1.816 1.392
C3 -0.917 -0.586 0.846
O2 -1.562 0.527 0.993
C4 0.361 -0.103 0.071
O3 1.449 -0.618 0.266
Na1 1.493 -1.556 2.368
H4 -0.427 -2.628 1.095
H5 -2.018 -1.998 1.947

Calculated values
Charge: 0
Energy above the lowest of the compared OMol25 structures with the same formula, charge and spin in eV: 0.000
Expectation value of S²: 0.7501
Orbital gap (alpha / beta) in eV: 1.5 / 6.9
HOMO level (alpha / beta) in Ha: -0.0965 / -0.2854
Spin multiplicity: 2
LUMO level (alpha / beta) in eV: -1.15 / -0.91

Results of the Löwdin charge analysis, in e, for atoms 1 through 4:
1 Cs 0.169
2 O -0.057
3 C -0.022
4 H 0.100